Here is C3HNO as an isolated structure at a distorted geometry from OMol25. Energies are from ωB97M-V/def2-TZVPD.

Structure (XYZ):
```
6
Properties=species:S:1:pos:R:3:forces:R:3:lowdin_charge:R:1
C -1.86420 0.76219 -0.43399 1.1962 -0.8928 1.4130 0.0643
C -1.08801 2.28939 1.99124 -0.2006 0.8032 0.3875 0.2970
C -1.71083 -0.67308 -0.34841 0.3754 -0.1742 -0.0940 -0.3887
N -0.98318 0.33463 0.53549 -2.2323 -1.2518 -2.9328 0.0358
O -1.79251 -1.83440 -0.51089 0.1194 1.0801 0.3315 0.1587
H -0.80056 1.07855 1.32573 0.7419 0.4354 0.8948 -0.1671
```
Positions in Å, forces in eV/Å.

Summary:
- HOMO (spin up / spin down): -9.1 / -9.9 eV
- Relative energy (zero: lowest compared OMol25 entry of this formula, charge and spin): 238.9 kcal per mole
- Gap between HOMO and LUMO (spin up / spin down): 7.131 / 7.636 eV